(1)
Formula: C22H15Cl2N3O2PdS
Source: the OMol25 dataset
Level of theory: ωB97M-V/def2-TZVPD

Values from the calculation:
DFT total energy = -70981.887 eV
LUMO level = 4.62 eV
highest occupied orbital energy = 0.0008 hartree
Kohn-Sham gap = 4.59 eV

The geometry in ORCA input format:
```
! RIJCOSX wB97M-V def2-TZVPD def2/J DEFGRID3
* xyz -2 1
Pd 0.05733 2.43019 -0.31767
Cl -0.56940 4.79446 -1.27418
C 0.84158 5.26893 -2.18395
C 0.77965 6.49109 -2.82602
C 1.85314 6.94888 -3.57911
C 2.98340 6.14918 -3.66753
C 3.02288 4.93270 -3.01387
Cl 4.50043 4.00675 -3.19628
C 1.96846 4.40192 -2.22380
S 2.06905 2.88849 -1.42364
H -0.12271 7.08171 -2.72962
H 1.80885 7.90607 -4.08413
H 3.84655 6.45982 -4.24278
C 2.78511 -3.40592 -1.08123
O 1.77600 -4.39439 -1.00269
C 0.83236 -4.22659 -0.01726
C -0.30657 -5.01660 -0.10979
C -1.32246 -4.88243 0.82109
C -1.24246 -3.94431 1.85008
C -0.06862 -3.19959 1.96203
C 0.95942 -3.33331 1.03897
N -2.29132 -3.89923 2.80658
N -2.65206 -2.81375 3.36619
C -2.34743 -1.53910 2.94956
C -2.30152 -0.59996 3.99894
C -1.76703 0.64965 3.87327
C -1.21143 1.11080 2.62298
O -0.61462 2.17517 2.49220
C -1.46780 0.21649 1.44786
N -1.14747 0.72284 0.23586
C -1.47493 0.01857 -0.84735
C -2.15249 -1.19364 -0.77995
C -2.44872 -1.73706 0.44742
C -2.06650 -1.05552 1.61236
H 3.34692 -3.61582 -1.98898
H 3.46352 -3.45291 -0.22361
H 2.35822 -2.40166 -1.14085
H -0.38622 -5.71777 -0.93213
H -2.21791 -5.48960 0.75228
H 0.03274 -2.47104 2.75473
H 1.83335 -2.70465 1.13936
H -2.65112 -0.95900 4.96278
H -1.69853 1.32237 4.71967
H -1.18198 0.45376 -1.79228
H -2.42915 -1.70037 -1.69667
H -2.97851 -2.67563 0.52121
*
```

Here are the Mulliken charges for atoms 1 to 6, given in e: -0.3898 -0.1968 0.7359 -0.7580 -0.2214 -0.7049



(2)
Formula: C22H15Cl3GeIIrN3S
Source: the OMol25 dataset
Level of theory: ωB97M-V/def2-TZVPD

Values from the calculation:
DFT total energy = -143375.022 eV
LUMO level (alpha / beta) = -7.55 / -9.14 eV
highest occupied orbital energy (alpha / beta) = -0.4851 / -0.4843 hartree
Kohn-Sham gap (alpha / beta) = 5.65 / 4.04 eV

The geometry in ORCA input format:
```
! RIJCOSX wB97M-V def2-TZVPD def2/J DEFGRID3
* xyz 2 2
Ir 0.70028 -0.01076 -1.18375
N 1.09938 -1.68837 2.69619
C -0.01435 -1.57549 3.51688
C 0.03086 -2.01524 4.83398
C -1.08366 -1.85116 5.63046
C -2.24855 -1.25120 5.13025
C -2.30367 -0.81733 3.82717
C -1.17868 -0.98207 3.00839
S -1.27278 -0.41678 1.39541
N 0.19405 -0.81204 0.71439
C 1.19410 -1.31735 1.41482
C 2.50994 -1.41712 0.74838
C 3.60122 -2.06167 1.30624
C 4.81605 -2.02703 0.63706
C 4.89635 -1.34654 -0.56163
C 3.75657 -0.73791 -1.06369
N 2.58424 -0.77578 -0.43477
H 1.93828 -2.04204 3.13426
H 0.92817 -2.47637 5.22723
H -1.05719 -2.18882 6.65735
H -3.10826 -1.13044 5.77424
H -3.19948 -0.35524 3.43174
H 3.54256 -2.60876 2.23741
H 5.68163 -2.52294 1.05394
H 5.82323 -1.28348 -1.11345
H 3.79349 -0.19615 -1.99721
I 1.46044 1.03278 -3.40729
C -0.40538 1.90985 -3.74125
C -0.58636 2.82978 -4.72962
C -1.90230 3.25911 -4.98733
C -2.95083 2.68720 -4.32041
C -2.74612 1.69793 -3.33010
C -3.83134 0.99825 -2.74685
C -3.58791 -0.04048 -1.89765
C -2.26827 -0.32454 -1.48475
C -1.17297 0.40309 -1.90570
C -1.42572 1.34344 -2.95899
H 0.23845 3.21558 -5.31332
H -2.07459 4.00779 -5.74761
H -3.96708 2.96940 -4.56393
H -4.84191 1.26392 -3.02875
H -4.40359 -0.64132 -1.51851
H -2.13851 -1.17850 -0.82740
Cl 3.17002 2.56674 -0.36831
Ge 1.07716 2.09189 -0.18484
Cl 0.77027 2.07871 1.95909
Cl -0.03726 3.73747 -0.91775
*
```

Here are the Mulliken charges for atoms 1 to 6, given in e: 0.7268 0.0864 0.1563 -0.8487 -0.5813 -0.7381



(3)
Formula: C22H15CoF6N3O5S3
Source: the OMol25 dataset
Level of theory: ωB97M-V/def2-TZVPD

Values from the calculation:
DFT total energy = -124200.945 eV
LUMO level (alpha / beta) = -1.08 / -1.03 eV
highest occupied orbital energy (alpha / beta) = -0.3027 / -0.3019 hartree
Kohn-Sham gap (alpha / beta) = 7.16 / 7.18 eV

The geometry in ORCA input format:
```
! RIJCOSX wB97M-V def2-TZVPD def2/J DEFGRID3
* xyz 0 2
Co -1.48579 1.01905 -0.96556
C -1.90666 0.70498 3.29597
C -1.81096 2.02835 3.68710
C -1.54968 3.00199 2.73571
C -1.40706 2.61987 1.41151
N -1.53229 1.34163 1.03971
C -1.75660 0.40279 1.95327
C -1.06241 3.56841 0.31255
C -0.86212 4.92607 0.50617
C -0.50097 5.70769 -0.57968
C -0.34584 5.11646 -1.82096
C -0.56861 3.75439 -1.93264
N -0.92230 3.00744 -0.89203
H -2.09428 -0.08507 4.00844
H -1.92833 2.30495 4.72632
H -1.45322 4.03621 3.02938
H -1.81122 -0.61343 1.58577
H -0.97913 5.37305 1.48179
H -0.33928 6.76971 -0.45225
H -0.06080 5.69014 -2.69080
H -0.46539 3.23781 -2.87817
C 4.58199 -4.23361 2.68928
C 5.88044 -4.46511 1.96196
O 6.73097 -5.21667 2.35696
S 6.16671 -3.67292 0.37949
C 4.69860 -2.71805 0.09820
C 3.59460 -3.29232 -0.52443
C 2.44798 -2.54812 -0.74078
C 2.38356 -1.20753 -0.34960
C 3.50402 -0.63400 0.25724
C 4.64957 -1.37903 0.47471
C 1.18957 -0.44569 -0.57463
C 0.18593 0.17840 -0.85066
H 4.72442 -4.53097 3.72544
H 3.81604 -4.86854 2.23925
H 4.24082 -3.20371 2.62128
H 3.63814 -4.32792 -0.83692
H 1.58926 -2.99684 -1.22173
H 3.46629 0.40668 0.55107
H 5.51475 -0.92716 0.94302
F -5.76393 -1.09326 -0.91452
C -4.69797 -0.45763 -0.47572
F -3.78448 -1.33434 -0.06531
F -5.04111 0.30345 0.56533
S -3.99793 0.65813 -1.81362
O -3.45182 1.78904 -1.05726
O -5.04773 0.84991 -2.74766
N -2.65265 -0.01036 -2.35435
S -2.79399 -1.31589 -3.34492
O -3.96645 -2.05992 -2.99998
O -2.50709 -0.95880 -4.69276
C -1.36423 -2.34298 -2.79936
F -1.45909 -3.49512 -3.46334
F -0.21406 -1.76656 -3.10153
F -1.41819 -2.59502 -1.49576
*
```

Here are the Mulliken charges for atoms 1 to 6, given in e: -0.3594 -0.9281 -0.5009 -0.8994 0.4960 0.5492



(4)
Formula: C22H15CoO5P
Source: the OMol25 dataset
Level of theory: ωB97M-V/def2-TZVPD

Values from the calculation:
DFT total energy = -80189.338 eV
LUMO level (alpha / beta) = -7.55 / -11.68 eV
highest occupied orbital energy (alpha / beta) = -0.5386 / -0.5258 hartree
Kohn-Sham gap (alpha / beta) = 7.10 / 2.63 eV

The geometry in ORCA input format:
```
! RIJCOSX wB97M-V def2-TZVPD def2/J DEFGRID3
* xyz 2 4
O 0.03082 -2.96525 -3.65238
C 0.02001 -1.83191 -3.69062
Co 0.00978 -0.02685 -3.72425
O -2.53995 -0.02538 -5.12376
C -1.53924 -0.01463 -4.58938
C 1.54065 0.01637 -4.59099
O 2.52963 0.02567 -5.11864
C -0.01758 1.81442 -3.68370
O -0.03103 2.96487 -3.65635
O -0.02981 -0.27555 -1.76437
P -0.08697 -0.35190 -0.19415
C 1.60178 0.33217 0.12048
C 2.27507 0.94008 -0.94982
C 3.60367 1.40745 -0.79718
C 4.26700 1.22379 0.44340
C 3.58054 0.61923 1.52189
C 2.23747 0.26138 1.36982
C -1.57305 0.59261 0.13044
C -2.07091 0.86562 1.43234
C -3.38857 1.27467 1.57151
C -4.10992 1.71199 0.45442
C -3.50887 1.70118 -0.80045
C -2.28929 1.06106 -0.98618
C -0.11935 -1.50931 1.47863
C 1.04143 -2.14822 1.96116
C 1.05159 -2.62559 3.28510
C -0.06355 -2.45120 4.11298
C -1.24707 -1.92267 3.58444
C -1.28423 -1.52861 2.24877
H 1.78371 1.20224 -1.91110
H 4.16291 1.80973 -1.66522
H 5.23538 1.63795 0.62722
H 4.03404 0.45017 2.55785
H 1.70431 -0.05205 2.26824
H -1.41311 0.79422 2.31563
H -3.83550 1.24436 2.56504
H -5.12508 2.09899 0.57034
H -3.93548 2.18437 -1.65930
H -1.84708 1.00533 -1.98434
H 1.89330 -2.32137 1.30006
H 1.92426 -3.17561 3.62233
H -0.04912 -2.77092 5.15928
H -2.17563 -1.86186 4.13152
H -2.24696 -1.38108 1.70930
*
```

Here are the Mulliken charges for atoms 1 to 6, given in e: -0.1781 0.9661 0.6699 -0.1205 0.0630 -0.0662



(5)
Formula: C22H15CuN6O8S4
Source: the OMol25 dataset
Level of theory: ωB97M-V/def2-TZVPD

Values from the calculation:
DFT total energy = -136356.652 eV
LUMO level (alpha / beta) = 1.19 / 1.19 eV
highest occupied orbital energy (alpha / beta) = -0.2008 / -0.2006 hartree
Kohn-Sham gap (alpha / beta) = 6.66 / 6.65 eV

The geometry in ORCA input format:
```
! RIJCOSX wB97M-V def2-TZVPD def2/J DEFGRID3
* xyz -1 2
Cu -1.18791 -0.17710 -1.55574
C -3.39120 -5.09889 -0.58260
S -4.23183 -3.67219 -1.29488
C -2.90028 -2.58626 -1.62295
S -3.33695 -0.98599 -2.07327
N -1.69086 -3.07947 -1.54900
N -0.74651 -2.09742 -1.64359
C 0.46263 -2.39688 -1.89903
C 1.43102 -1.28741 -1.84361
C 2.78741 -1.48168 -1.67850
C 3.60251 -0.37020 -1.51915
C 3.03647 0.88972 -1.54158
C 1.66362 1.00011 -1.71232
N 0.88520 -0.05990 -1.87115
H -4.12188 -5.90622 -0.56667
H -3.06480 -4.86835 0.42943
H -2.53557 -5.36832 -1.19411
H 0.76051 -3.42320 -2.09249
H 3.19100 -2.48463 -1.63598
H 4.66274 -0.49339 -1.35009
H 3.63840 1.77805 -1.41535
H 1.15651 1.95518 -1.71230
O 4.49671 -1.65223 0.69198
S 3.61297 -1.49562 1.82633
O 4.21489 -1.13667 3.08161
N 2.38153 -0.49400 1.45208
C 1.22792 -1.13109 1.40782
S -0.27409 -0.43264 1.11356
C 1.34565 -2.61500 1.64530
C 0.36195 -3.58437 1.54570
C 0.70566 -4.89914 1.83791
C 2.00017 -5.23128 2.23638
C 2.99239 -4.25989 2.30624
C 2.63525 -2.96465 1.98650
H -0.64118 -3.29784 1.25150
H -0.04187 -5.67930 1.75892
H 2.23785 -6.25661 2.49267
H 4.00626 -4.50522 2.59615
O -3.11925 1.62471 0.06414
C -2.19882 2.19446 -0.48879
O -1.35141 1.70384 -1.33031
C -1.95739 3.66193 -0.18016
C -0.85161 4.33355 -0.67776
C -0.65592 5.65878 -0.33741
C -1.52501 6.34999 0.47939
C -2.61957 5.65548 0.95225
C -2.85043 4.32835 0.64659
N -3.57775 6.37370 1.82282
O -4.54799 5.76229 2.21523
O -3.33556 7.53515 2.08853
N 0.52679 6.37084 -0.86869
O 0.66307 7.53971 -0.56693
O 1.28940 5.74694 -1.57690
H -0.15432 3.82571 -1.32447
H -1.35959 7.38388 0.73567
H -3.70694 3.80065 1.04106
*
```

Here are the Mulliken charges for atoms 1 to 6, given in e: -1.0256 -0.7536 -0.0766 0.4337 -0.4242 -0.8728